The following is a quantum chemistry calculation of C26H43BN6S3SiTe4Ti as an isolated structure, from the Open Molecules 2025 dataset.

ORCA input file:
```
! RIJCOSX wB97M-V def2-TZVPD def2/J DEFGRID3
* xyz -2 3
Ti 0.70241 -0.15951 -0.65282
C 5.46113 -0.16746 4.44384
C 5.07397 0.75974 3.28863
C 5.98141 1.99377 3.27803
C 5.23343 -0.00066 1.97804
N 3.68315 1.19177 3.45636
C 3.17302 1.70118 4.64302
C 1.87466 1.94516 4.40811
N 1.59232 1.55987 3.09533
B 0.27925 1.70935 2.27378
N -1.05008 1.68858 3.06120
C -1.25219 1.50893 4.42010
C -2.51921 1.13035 4.61564
N -3.14685 1.06953 3.37899
C -2.25067 1.47604 2.43063
S -2.54432 1.91290 0.81268
C -4.56063 0.59457 3.30965
C -4.72741 -0.57324 4.28723
C -4.99561 0.07505 1.93259
C -5.44605 1.77986 3.71000
N 0.36755 3.06617 1.48501
C 0.18989 4.29394 2.06711
C 0.13221 5.22475 1.10357
N 0.26547 4.56343 -0.10694
C 0.38784 3.22268 0.15904
S 1.05751 2.09268 -0.97764
C 0.05604 5.18754 -1.44204
C -0.98287 4.39607 -2.23332
C -0.45775 6.61508 -1.26190
C 1.39442 5.24567 -2.18102
C 2.73964 1.15001 2.47711
S 1.79190 -1.22159 0.76681
H 6.43748 -0.61424 4.24871
H 4.72590 -0.96759 4.53936
H 5.50851 0.37355 5.39192
H 7.03008 1.69653 3.20149
H 5.84547 2.57687 4.19245
H 5.73353 2.62756 2.42510
H 6.28866 -0.25851 1.83452
H 4.89838 0.59214 1.13138
H 4.67019 -0.93287 2.00026
H 3.74680 1.82277 5.54673
H 1.14772 2.38133 5.06682
H 0.25307 0.84511 1.38042
H -0.48274 1.65956 5.14596
H -3.02050 0.88051 5.53156
H -3.88917 -1.26633 4.19571
H -5.58302 -1.18495 4.00017
H -4.82894 -0.26220 5.33101
H -4.77430 -0.98665 1.83503
H -4.55376 0.63012 1.11519
H -6.08635 0.15918 1.87684
H -5.08235 2.25572 4.62473
H -6.46837 1.43120 3.87525
H -5.45302 2.52413 2.91012
H 0.11362 4.39874 3.13606
H 0.01149 6.28762 1.18379
H -1.89678 4.28029 -1.64705
H -0.62148 3.40176 -2.48024
H -1.21163 4.91459 -3.16755
H -1.39705 6.62696 -0.70595
H -0.62610 7.04896 -2.24684
H 0.27115 7.23661 -0.73724
H 1.78566 4.24725 -2.35893
H 2.12439 5.79595 -1.58236
H 1.28230 5.74510 -3.14709
Te -0.63513 -1.72001 0.53595
Te -0.61648 -2.08423 3.06644
Te -4.73813 -4.72250 2.58013
Te -2.60662 -3.35126 1.69521
C 2.28541 -4.63687 0.52126
Si 1.59433 -4.48624 -1.22158
C 0.01158 -5.49468 -1.19882
C 2.88687 -5.37148 -2.28180
C 1.34898 -2.81356 -1.89673
C 0.84020 -1.70956 -2.08417
H 2.87742 -5.55500 0.60843
H 1.49910 -4.65380 1.27771
H 2.94593 -3.80228 0.75784
H 0.25662 -6.54505 -1.40406
H -0.69623 -5.16866 -1.96516
H -0.52611 -5.46996 -0.25181
H 2.97130 -6.41220 -1.94716
H 3.86974 -4.90623 -2.18025
H 2.61550 -5.37820 -3.34118
*
```

The energy above the lowest of the compared OMol25 structures with the same formula, charge and spin comes out at 76.92 kcal per mole. The largest force on an atom is 0.06823 Eh/bohr. The electronic energy is -129949.7856 eV. The calculation puts the HOMO-LUMO gap (alpha / beta) at 4.0 / 4.5 eV. The calculation puts the HOMO energy (alpha / beta) at -0.012 / -0.028 hartree.


The following is a quantum chemistry calculation of a 13-piece molecular cluster, C39H99O46P7 overall, from the Open Molecules 2025 dataset.

ORCA input file:
```
! RIJCOSX wB97M-V def2-TZVPD def2/J DEFGRID3
* xyz 0 1
C 6.27511 -1.85866 -0.66599
O 5.45411 -1.13740 -1.53970
P 6.01054 -0.01145 -2.55550
O 6.95676 -0.58936 -3.53904
O 4.75029 0.72707 -3.22980
C 3.51028 0.76592 -2.53609
O 6.62170 1.08741 -1.48408
C 7.42876 2.18840 -1.88303
H 7.27385 -1.48600 -0.43851
H 6.33487 -2.79569 -1.21961
H 5.84165 -2.10389 0.30358
H 2.80726 0.16417 -3.11208
H 3.13817 1.78195 -2.66767
H 3.66416 0.59281 -1.47099
H 6.92382 3.08144 -1.51477
H 7.75345 2.26451 -2.92075
H 8.34048 2.22679 -1.28688
C -2.82758 4.69092 2.97072
O -2.21215 3.87605 2.05693
P -2.75243 3.73468 0.50342
O -3.73346 4.72763 0.03970
O -3.24354 2.21550 0.48873
C -3.94879 1.58673 1.50903
O -1.35639 3.62886 -0.35627
C -1.06528 4.58267 -1.38928
H -2.84424 4.17635 3.93148
H -3.87053 4.80837 2.67651
H -2.46020 5.71558 3.02724
H -4.93650 1.40438 1.08563
H -4.25526 2.17042 2.37706
H -3.39307 0.67978 1.74721
H -0.49342 3.95226 -2.07022
H -0.42168 5.40411 -1.07449
H -2.02227 4.84951 -1.83769
C -0.87072 -4.94401 -0.74196
O -2.24064 -4.81322 -0.49079
P -3.24861 -6.02559 -1.06489
O -2.74428 -7.43462 -0.85936
O -3.47740 -5.64306 -2.60609
C -3.80787 -4.28632 -2.98749
O -4.64202 -5.62867 -0.35468
C -5.87198 -6.13975 -0.71953
H -0.54866 -5.98498 -0.71461
H -0.25276 -4.42237 -0.01113
H -0.63212 -4.61861 -1.75452
H -3.08096 -3.61144 -2.53558
H -4.81868 -3.99166 -2.70545
H -3.79114 -4.31108 -4.07708
H -5.99988 -6.27925 -1.79298
H -6.65340 -5.39928 -0.54869
H -6.11587 -7.02548 -0.13293
C -1.48998 -2.82660 7.29715
O -0.83790 -3.92602 6.72687
P 0.22413 -3.81843 5.52450
O 0.62891 -5.16119 4.98529
O -0.46965 -2.75470 4.56939
C 0.06097 -2.33446 3.33767
O 1.39098 -2.88940 6.12211
C 2.05837 -3.38903 7.24501
H -2.47283 -2.59206 6.88837
H -0.91682 -1.90016 7.26129
H -1.75468 -3.02775 8.33521
H 1.14941 -2.34576 3.28067
H -0.00708 -1.24690 3.36362
H -0.24676 -2.62880 2.33429
H 2.89507 -3.98902 6.88716
H 1.62084 -4.03767 8.00392
H 2.59605 -2.56072 7.70643
C 4.99199 -0.60008 2.59901
O 4.85698 0.24097 3.78643
P 3.48723 0.31081 4.65500
O 2.21353 0.67517 3.95899
O 3.49781 -1.09917 5.49671
C 4.68512 -1.60586 6.08800
O 3.76891 1.35859 5.89604
C 4.15888 2.64369 5.71329
H 5.45575 -0.00799 1.81004
H 4.00422 -0.84850 2.21082
H 5.51526 -1.52126 2.85538
H 4.74433 -2.68946 6.19006
H 4.79099 -1.36903 7.14667
H 5.57894 -1.30918 5.53922
H 5.17287 2.61165 6.11191
H 3.56778 3.39749 6.23336
H 4.15622 3.02204 4.69106
C -5.70696 -0.23215 -5.66716
O -4.77084 -0.28842 -6.69423
P -3.48516 -1.29573 -6.65922
O -2.69284 -1.15322 -5.39867
O -4.19727 -2.77464 -6.79939
C -4.61662 -3.08159 -8.09552
O -2.59228 -1.02302 -8.03115
C -1.34693 -1.68071 -8.14779
H -5.41548 -0.83476 -4.80692
H -6.69326 -0.63110 -5.90410
H -5.93298 0.74950 -5.25079
H -4.73737 -2.27378 -8.81730
H -5.51181 -3.67401 -7.90636
H -3.93327 -3.83178 -8.49344
H -0.57065 -1.14195 -7.60444
H -1.07183 -1.84016 -9.19037
H -1.37545 -2.71038 -7.79129
C 1.24363 5.20746 -3.96539
O 0.42514 4.14422 -4.43336
P 0.76066 3.54528 -5.91545
O 0.73784 4.46557 -7.05898
O 2.21997 2.84260 -5.68850
C 2.75031 1.93816 -6.67855
O -0.17048 2.25605 -6.04650
C -0.07687 1.20444 -5.04537
H 0.62997 5.93683 -3.43668
H 1.84168 5.74381 -4.70212
H 1.85547 4.76397 -3.17985
H 3.49896 2.38026 -7.33593
H 1.89514 1.60938 -7.26904
H 3.21245 1.07905 -6.19225
H -0.01349 1.61222 -4.03651
H 0.79577 0.57070 -5.20351
H -1.02165 0.66274 -5.09054
C -0.44009 7.33821 7.19355
O 0.25624 6.10084 6.86843
C 0.39141 5.60539 5.63535
O -0.05104 6.17834 4.64738
O 1.04653 4.41011 5.69499
C 1.14177 3.68288 4.49584
H -1.01939 7.06538 8.07564
H -1.13859 7.49463 6.37153
H 0.32007 8.09540 7.38572
H 1.68376 3.99572 3.60339
H 0.11979 3.38683 4.25914
H 1.44913 2.65997 4.71330
C -0.60186 -1.29131 -2.30795
O 0.32220 -0.46239 -1.65867
C 0.17755 -0.11373 -0.38467
O -0.67496 -0.64102 0.36808
O 0.99995 0.95553 -0.06813
C 0.78868 1.73064 1.04849
H -0.43333 -2.35059 -2.11399
H -0.52040 -1.03468 -3.36418
H -1.64284 -1.09581 -2.05059
H -0.28064 1.77475 1.25517
H 1.24477 2.71611 0.95400
H 1.42467 1.26076 1.79871
C 7.06344 5.64555 4.36656
O 5.83557 5.12137 3.88117
C 5.28340 5.51737 2.78672
O 5.68905 6.49006 2.10131
O 4.17243 4.80864 2.65603
C 3.25760 5.23205 1.63386
H 6.94501 6.48162 5.05580
H 7.68804 5.90881 3.51293
H 7.51170 4.77272 4.84127
H 3.79362 5.46599 0.71404
H 2.77255 6.11547 2.04906
H 2.48474 4.47801 1.48486
C -7.33334 -1.41889 -1.57735
O -6.71552 -0.24258 -2.17074
C -5.32686 -0.15255 -2.23988
O -4.52291 -0.98230 -2.05296
O -4.96976 1.05630 -2.70524
C -3.59162 1.36808 -2.83087
H -6.86903 -1.53111 -0.59759
H -7.19328 -2.34499 -2.13486
H -8.40275 -1.26837 -1.42970
H -3.33594 2.40983 -3.02449
H -3.18221 0.66233 -3.55364
H -2.96042 1.09727 -1.98449
C -3.62000 -2.26443 1.00544
O -4.32318 -1.76641 2.19194
C -5.12273 -2.40553 3.04465
O -5.42500 -1.96136 4.16679
O -5.27179 -3.72665 2.61793
C -5.77637 -4.66998 3.52442
H -3.11475 -1.40591 0.56301
H -4.46551 -2.59333 0.40126
H -2.97814 -3.08107 1.33593
H -4.98868 -4.85960 4.25359
H -6.06494 -5.63102 3.09870
H -6.67025 -4.31576 4.03787
C 1.44867 -4.82437 -4.44098
O 1.98965 -3.73885 -3.70154
C 2.34594 -3.77654 -2.43063
O 2.30244 -4.81141 -1.72219
O 2.60509 -2.50019 -2.02030
C 2.76843 -2.31204 -0.63562
H 0.47899 -5.07760 -4.01239
H 2.00306 -5.76227 -4.40745
H 1.17707 -4.57853 -5.46757
H 1.82996 -2.44101 -0.09643
H 3.15859 -1.31866 -0.41410
H 3.59570 -2.89857 -0.23599
*
```

The energy above the lowest of the compared OMol25 structures with the same formula, charge and spin comes out at 0.00 kcal per mole. The largest force on an atom is 0.09304 Eh/bohr. The electronic energy is -201265.0557 eV. The calculation puts the HOMO-LUMO gap at 10.4 eV. The calculation puts the HOMO energy at -0.378 hartree.


The following is a quantum chemistry calculation of a 3-piece molecular cluster, C5H12N overall, from the Open Molecules 2025 dataset.

ORCA input file:
```
! RIJCOSX wB97M-V def2-TZVPD def2/J DEFGRID3
* xyz 1 1
C 1.68477 -0.90175 -0.41311
C 0.24377 0.53215 -0.82659
C -0.92259 -0.13514 -1.22415
C 0.63872 1.94893 -0.83133
C 2.07357 -1.06158 0.82396
N -2.17680 -0.53455 1.62813
H 1.91948 -1.38235 -1.24116
H -1.24719 -0.32227 -0.16095
H -1.62300 0.55736 -1.78325
H -0.88248 -1.16549 -1.45596
H 1.33829 2.27182 -0.06417
H -0.27862 2.58584 -1.15372
H 1.22883 1.76566 -1.75128
H 2.97812 -1.60154 1.09226
H 1.59087 -0.54666 1.59915
H -1.96502 -1.52798 1.48496
H -3.07954 -0.30615 1.95598
H -1.52119 -0.17630 2.32122
*
```

The energy above the lowest of the compared OMol25 structures with the same formula, charge and spin comes out at 126.12 kcal per mole. The largest force on an atom is 0.12884 Eh/bohr. The electronic energy is -6858.0894 eV. The calculation puts the HOMO-LUMO gap at 9.2 eV. The calculation puts the HOMO energy at -0.520 hartree.